{"formula": "C4H9NO", "method": "ωB97M-V with the def2-TZVPD basis set", "species": ["C", "C", "C", "C", "O", "N", "H", "H", "H", "H", "H", "H", "H", "H", "H"], "xyz": [[0.71094, -0.32244, -0.53302], [-0.65778, -0.92141, -0.49074], [0.73654, 0.64911, 0.98553], [-1.44553, 0.18857, 0.21968], [1.70826, -1.27276, -0.55637], [-1.92836, 1.24401, -0.32776], [2.56452, -0.83926, -0.45953], [0.81626, 0.46868, -1.28397], [-1.74369, 1.30343, -1.32703], [-1.04361, -1.10629, -1.49491], [-0.64602, -1.83365, 0.11333], [-1.79897, -0.10962, 1.20597], [1.00196, -0.11032, 1.72096], [0.11294, 1.40114, 1.45731], [1.61253, 1.26079, 0.77055]], "forces_ev_per_angstrom": [[-0.87, 2.56, 2.66], [-0.37, 0.73, -0.06], [2.92, -1.34, -1.41], [-2.28, -0.60, -2.08], [0.27, 0.10, 0.25], [0.08, -0.96, 0.91], [-0.03, -0.04, -0.07], [-0.03, -0.33, -0.13], [0.37, -0.11, -0.03], [-0.14, -0.23, 0.08], [-0.04, 0.10, -0.18], [0.40, 0.62, 0.31], [0.10, 0.09, 0.19], [-0.96, -0.42, -0.68], [0.59, -0.16, 0.24]], "gap_ev": 10.375, "homo_energy_ev": -9.60, "smiles": "[H]/N=C\\C[C@@H](C)O", "charge": 0}

{"formula": "C10H14N2O3", "method": "ωB97M-V with the def2-TZVPD basis set", "species": ["C", "C", "C", "C", "C", "C", "C", "C", "C", "C", "N", "N", "O", "O", "O", "H", "H", "H", "H", "H", "H", "H", "H", "H", "H", "H", "H", "H", "H"], "xyz": [[0.82360, 1.41115, 1.26880], [0.45959, 2.33126, -1.37866], [0.97372, 0.53073, 0.24297], [0.59126, 2.84846, 1.03416], [0.29304, 3.20650, -0.31990], [1.07109, 1.14941, -0.97141], [0.94679, -0.95655, 0.54959], [-0.43534, -1.61000, -1.47158], [-0.42457, -1.45321, 0.02236], [-0.31308, -3.10717, 1.82944], [-1.51233, 0.45048, -2.24785], [-0.85427, -2.77512, 0.59567], [0.54677, 3.69437, 1.96430], [0.24392, 4.57041, -0.45612], [-0.34471, -0.34530, -2.19703], [0.84094, 1.03371, 2.35305], [0.33069, 2.81687, -2.37882], [1.79007, -1.42363, 0.06415], [1.08408, -1.00905, 1.67610], [0.36443, -2.27639, -1.95264], [-1.41341, -1.97494, -1.75414], [-1.18920, -0.69721, 0.41659], [-0.66616, -4.03088, 2.10677], [0.80633, -3.01968, 1.87205], [-0.45130, -2.36417, 2.65087], [-1.23044, 1.40045, -2.30837], [-2.05675, 0.15172, -1.42638], [-0.64351, -3.52576, -0.17866], [0.36873, 4.97355, 0.39472]], "forces_ev_per_angstrom": [[-0.07, 0.61, 2.23], [0.21, 0.93, -0.09], [-0.15, -0.18, 1.45], [-0.32, -1.59, 2.58], [1.03, 2.40, 0.08], [-0.51, 0.46, -2.44], [-0.19, 1.24, 0.40], [-0.52, 1.16, -1.76], [-0.07, -0.65, 2.22], [3.01, 2.28, 1.76], [-1.75, -2.97, 0.04], [-0.24, -0.02, -4.56], [0.16, -0.66, -1.28], [-0.67, -1.60, -2.29], [2.08, -0.06, 0.18], [0.13, 0.80, -1.67], [0.57, -1.00, 0.68], [0.20, -0.50, -0.15], [-0.38, -0.20, -1.50], [-0.95, 1.05, 1.07], [-0.33, -0.70, -0.08], [0.84, -0.79, -0.87], [-0.54, -2.16, 0.98], [-0.40, -1.08, -0.32], [-1.15, -0.33, -0.62], [0.21, 0.63, 0.67], [0.16, 1.23, -0.34], [-0.43, 1.63, 2.32], [0.08, 0.06, 1.34]], "gap_ev": [7.039, 7.545], "homo_energy_ev": [-8.41, -8.11], "charge": 0}

Calculated energy, -287.7149 -724.4192 a.u. (same order as the records).
Calculated relative energy (zero: lowest compared OMol25 entry of this formula, charge and spin), 73.8 188.2 kcal per mole (same order as the records).